This record from the OMol25 dataset describes a cluster of 3 separate species, C31H53Br2F16N3O6P in total. The level of theory is ωB97M-V/def2-TZVPD.

Computed properties:
Molar mass   1058.530 g/mol
LUMO   2.0 eV
Spin multiplicity   1
Highest occupied orbital energy   -0.16330 Ha
Orbital gap   6.46 eV
Largest force on an atom   3.035 eV/A
Net charge   -1
Energy   -8915.85620 Ha

```
112
C31H53Br2F16N3O6P (ωB97M-V/def2-TZVPD)
C 5.208 0.860 3.930
C 5.312 -0.448 3.036
O 4.560 -1.551 3.580
C 3.196 -1.459 3.127
C 2.871 -2.343 1.870
C 1.369 -2.374 1.412
C 0.605 -0.968 1.457
C 0.344 -0.444 -0.008
P -0.274 1.384 -0.106
C 1.107 2.196 0.915
C 2.627 2.026 0.609
C 3.269 3.255 -0.215
O 3.130 0.830 0.003
C 0.479 1.742 -1.896
Br -0.231 0.284 -3.127
C -0.088 3.066 -2.548
C 0.492 3.131 -4.059
Br 0.444 4.755 -1.678
O -1.730 0.956 -0.989
C -2.884 1.155 -0.160
C -3.576 2.573 -0.151
C -2.395 0.572 1.253
C -3.342 0.645 2.496
C -4.519 -0.402 2.507
C -4.096 -1.890 2.178
C -4.890 -3.011 2.948
N -4.840 -4.308 2.185
C -3.494 -4.633 1.753
N -2.677 -5.152 2.624
N -3.034 -4.451 0.375
O -1.115 1.207 1.441
H 5.727 1.750 3.484
H 5.620 0.603 4.947
H 4.109 1.100 4.078
H 6.391 -0.758 3.012
H 5.015 -0.191 1.982
H 3.043 -0.379 2.808
H 2.485 -1.614 3.996
H 3.573 -2.087 1.013
H 3.154 -3.411 2.150
H 1.253 -2.758 0.351
H 0.824 -3.130 2.055
H -0.395 -1.214 1.935
H 1.084 -0.229 2.147
H 1.186 -0.659 -0.718
H -0.538 -1.045 -0.399
H -0.870 2.720 -0.145
H 0.902 3.314 0.909
H 0.930 1.915 2.000
H 3.174 2.108 1.612
H 2.759 4.210 0.088
H 4.345 3.343 0.131
H 3.281 3.077 -1.323
H 3.816 1.012 -0.653
H 1.588 1.609 -1.946
H -1.205 3.067 -2.647
H 0.873 4.165 -4.305
H 1.401 2.456 -4.070
H -0.279 2.775 -4.791
H -3.762 0.462 -0.386
H -3.203 3.290 -0.933
H -4.702 2.518 -0.256
H -3.410 3.094 0.846
H -2.206 -0.508 0.983
H -3.776 1.680 2.660
H -2.698 0.462 3.413
H -4.930 -0.410 3.568
H -5.395 -0.130 1.851
H -4.269 -2.063 1.068
H -2.972 -1.988 2.310
H -4.488 -3.251 3.971
H -5.988 -2.762 3.066
H -5.504 -4.294 1.407
H -3.176 -5.243 3.520
H -2.118 -4.909 0.300
H -2.814 -3.446 0.328
C -8.319 3.439 -4.818
C -7.001 3.888 -5.493
C -5.798 2.952 -5.353
F -5.416 2.791 -4.077
F -4.731 3.469 -6.009
F -6.693 5.133 -5.065
F -7.269 4.003 -6.827
O -8.638 4.016 -3.544
C -8.131 3.410 -2.382
C -7.202 4.340 -1.598
F -6.132 4.701 -2.330
F -6.734 3.720 -0.493
F -7.557 2.236 -2.684
F -9.205 3.113 -1.618
H -9.118 3.796 -5.471
H -8.433 2.353 -4.810
H -6.011 1.969 -5.782
H -7.725 5.251 -1.295
C 7.466 -5.045 -0.349
C 7.466 -4.774 1.174
C 6.489 -3.713 1.684
F 6.747 -2.493 1.180
F 6.589 -3.601 3.029
F 8.730 -4.496 1.571
F 7.132 -5.952 1.778
O 8.498 -4.424 -1.130
C 8.291 -3.122 -1.618
C 9.315 -2.126 -1.067
F 9.249 -2.038 0.275
F 9.083 -0.886 -1.556
F 7.024 -2.741 -1.400
F 8.430 -3.199 -2.959
H 7.670 -6.113 -0.456
H 6.481 -4.905 -0.795
H 5.456 -3.980 1.445
H 10.331 -2.425 -1.337
```